[1]
ORCA calculation (wB97M-V/def2-TZVPD) on a molecular structure, C25H32KN6O2SSi at a distorted geometry.

Properties
- frontier orbital gap (eV) = 6.2901
- highest occupied orbital energy (eV) = -4.0
- ΔE to the lowest compared entry with this formula, charge and spin (eV) = 0.395
- E_LUMO (eV) = 2.30
- total charge = -1
- E_tot (a.u.) = -2738.646637

Geometry as XYZ:
```
68
C25H32KN6O2SSi | the Open Molecules 2025 dataset | wB97M-V/def2-TZVPD
K -0.414 0.346 0.210
O -2.492 0.878 4.202
C -3.771 0.655 3.887
C -4.714 0.661 4.917
C -6.042 0.412 4.651
C -6.456 0.150 3.352
C -5.536 0.152 2.324
C -4.190 0.406 2.566
C -3.189 0.394 1.473
O -1.987 0.670 1.724
N -3.670 0.047 0.277
N -2.762 0.077 -0.703
C -3.108 -0.372 -1.856
C -2.183 -0.398 -2.954
C -2.637 -0.755 -4.240
C -1.736 -0.837 -5.277
C -0.396 -0.560 -5.027
C -0.041 -0.206 -3.734
N -0.890 -0.122 -2.731
H -1.996 0.829 3.335
H -4.368 0.851 5.922
H -6.760 0.416 5.459
H -7.494 -0.066 3.148
H -5.827 -0.052 1.308
H -4.111 -0.774 -2.047
H -3.688 -0.962 -4.399
H -2.059 -1.116 -6.271
H 0.338 -0.617 -5.816
H 0.991 0.015 -3.493
C 1.745 -0.671 2.975
Si 2.256 1.023 2.259
C 3.951 1.398 3.101
C 1.026 2.280 3.011
N 2.042 0.954 0.590
C 2.736 1.449 -0.442
C 2.071 1.759 -1.648
C 2.753 2.173 -2.771
C 4.136 2.300 -2.758
C 4.814 2.033 -1.575
C 4.137 1.638 -0.446
H 1.596 -0.579 4.046
H 2.495 -1.443 2.814
H 0.805 -1.013 2.547
H 3.898 1.299 4.182
H 4.287 2.407 2.879
H 4.722 0.716 2.752
H 0.941 2.163 4.087
H 0.038 2.120 2.589
H 1.308 3.310 2.807
H 0.990 1.683 -1.663
H 2.197 2.404 -3.674
H 4.677 2.614 -3.641
H 5.894 2.129 -1.535
H 4.674 1.451 0.470
C 3.363 -1.711 -1.112
N 2.186 -1.951 -0.318
C 1.065 -2.537 -0.776
S -0.180 -2.883 0.259
N 1.049 -2.961 -2.064
C -0.114 -3.569 -2.657
H 4.178 -1.446 -0.443
H 3.242 -0.892 -1.830
H 3.632 -2.624 -1.650
H 2.097 -1.407 0.535
H 1.728 -2.563 -2.694
H -0.979 -3.370 -2.020
H 0.020 -4.652 -2.742
H -0.290 -3.153 -3.648
```

The Löwdin scheme yields these atomic charges, measured in e:
1 K 0.704
2 O 0.057
3 C -0.271
4 C -0.026
5 C -0.106
6 C -0.114
7 C -0.039
8 C -0.076
9 C -0.438
10 O -0.217
11 N 0.039
12 N -0.068
13 C -0.123
14 C -0.271
15 C -0.033
16 C -0.089
17 C -0.081
18 C -0.163
19 N 0.111
20 H 0.065
21 H 0.109
22 H 0.094
23 H 0.088
24 H 0.098
25 H 0.115
26 H 0.104
27 H 0.100
28 H 0.095
29 H 0.090
30 C -0.181
31 Si 0.374
32 C -0.196
33 C -0.164
34 N -0.176
35 C -0.432
36 C -0.086
37 C -0.137
38 C -0.151
39 C -0.132
40 C -0.072
41 H 0.023
42 H 0.022
43 H -0.011
44 H 0.014
45 H 0.012
46 H 0.006
47 H 0.022
48 H -0.003
49 H 0.019
50 H 0.068
51 H 0.093
52 H 0.077
53 H 0.091
54 H 0.079
55 C -0.075
56 N -0.037
57 C -0.885
58 S 0.646
59 N -0.048
60 C -0.125
61 H 0.092
62 H 0.080
63 H 0.083
64 H 0.065
65 H 0.112
66 H 0.028
67 H 0.080
68 H 0.069


[2]
ORCA calculation (wB97M-V/def2-TZVPD) on a molecular structure, C25H32N3P2SbSe4Ti at a distorted geometry.

Properties
- frontier orbital gap (eV) = 5.5652
- highest occupied orbital energy (eV) = -6.9
- ΔE to the lowest compared entry with this formula, charge and spin (eV) = 0.000
- E_LUMO (eV) = -1.32
- total charge = 0
- E_tot (a.u.) = -12514.323491

Geometry as XYZ:
```
68
C25H32N3P2SbSe4Ti | the Open Molecules 2025 dataset | wB97M-V/def2-TZVPD
Ti -4.418 -7.601 -16.956
C -7.969 -9.871 -16.932
P -7.341 -8.148 -17.237
C -8.023 -7.297 -15.808
N -9.314 -7.195 -15.659
C -9.846 -6.366 -14.727
C -11.235 -6.191 -14.563
C -11.718 -5.381 -13.550
C -10.821 -4.533 -12.829
C -9.459 -4.688 -12.951
C -8.964 -5.674 -13.868
N -7.653 -5.980 -13.851
C -7.196 -6.821 -14.726
P -5.468 -7.354 -14.507
C -4.740 -5.847 -13.683
C -5.431 -8.601 -13.121
C -5.702 -10.051 -13.662
C -3.978 -8.564 -12.522
C -6.483 -8.338 -12.024
C -8.465 -7.785 -18.809
C -9.974 -8.121 -18.685
C -7.928 -8.608 -20.037
C -8.284 -6.260 -19.064
H -9.054 -9.827 -16.739
H -7.442 -10.249 -16.042
H -7.819 -10.586 -17.744
H -11.871 -6.770 -15.237
H -12.794 -5.390 -13.343
H -11.300 -3.788 -12.176
H -8.719 -4.186 -12.335
H -5.049 -5.713 -12.644
H -5.011 -4.976 -14.289
H -3.638 -5.953 -13.707
H -4.935 -10.290 -14.400
H -6.704 -10.214 -14.096
H -5.574 -10.818 -12.886
H -3.226 -8.686 -13.321
H -3.833 -9.404 -11.834
H -3.823 -7.631 -11.979
H -7.504 -8.443 -12.405
H -6.330 -7.355 -11.521
H -6.337 -9.091 -11.251
H -10.176 -9.180 -18.583
H -10.493 -7.749 -19.604
H -10.442 -7.605 -17.841
H -7.719 -9.667 -19.772
H -6.998 -8.150 -20.441
H -8.688 -8.622 -20.822
H -8.886 -5.711 -18.319
H -8.629 -6.012 -20.105
H -7.224 -5.916 -19.048
Se -1.989 -5.933 -19.688
Sb -2.447 -5.207 -17.194
Se -2.230 -7.339 -15.907
Se -3.938 -7.212 -19.462
Se -5.037 -5.157 -17.057
N -2.071 -14.510 -18.396
C -2.422 -13.432 -18.162
C -2.860 -12.112 -17.929
C -2.111 -10.991 -18.362
C -2.512 -9.732 -18.117
C -3.752 -9.473 -17.491
C -4.503 -10.559 -17.057
C -4.065 -11.876 -17.239
H -1.136 -11.177 -18.841
H -1.825 -8.932 -18.432
H -5.468 -10.433 -16.553
H -4.747 -12.688 -16.800
```

The Löwdin scheme yields these atomic charges, measured in e:
1 Ti -0.163
2 C -0.246
3 P 1.030
4 C -0.421
5 N 0.148
6 C -0.207
7 C -0.011
8 C -0.062
9 C -0.066
10 C 0.004
11 C -0.201
12 N 0.144
13 C -0.430
14 P 0.923
15 C -0.283
16 C -0.673
17 C -0.090
18 C -0.086
19 C -0.095
20 C -0.644
21 C -0.106
22 C -0.084
23 C -0.117
24 H 0.047
25 H 0.006
26 H 0.048
27 H 0.118
28 H 0.110
29 H 0.112
30 H 0.115
31 H 0.042
32 H -0.010
33 H 0.016
34 H 0.057
35 H 0.069
36 H 0.089
37 H 0.056
38 H 0.088
39 H 0.072
40 H 0.077
41 H 0.086
42 H 0.082
43 H 0.066
44 H 0.097
45 H 0.053
46 H 0.072
47 H 0.072
48 H 0.079
49 H 0.078
50 H 0.098
51 H 0.037
52 Se -0.036
53 Sb 0.392
54 Se 0.170
55 Se 0.009
56 Se 0.028
57 N 0.150
58 C -0.201
59 C -0.233
60 C -0.036
61 C -0.226
62 C -0.418
63 C -0.151
64 C -0.026
65 H 0.132
66 H 0.063
67 H 0.043
68 H 0.143


[3]
ORCA calculation (wB97M-V/def2-TZVPD) on a molecular structure, C25H32N5O4SSiTc at a distorted geometry.

Properties
- spin multiplicity = 4
- frontier orbital gap (alpha / beta) (eV) = 6.2048 / 6.7301
- highest occupied orbital energy (alpha / beta) (eV) = -10.2 / -10.6
- E_LUMO (alpha / beta) (eV) = -3.99 / -3.87
- total charge = +1
- E_tot (a.u.) = -2314.943705

Geometry as XYZ:
```
69
C25H32N5O4SSiTc | the Open Molecules 2025 dataset | wB97M-V/def2-TZVPD
Tc 0.318 0.446 -0.005
N 0.731 0.466 -2.141
C 2.188 0.787 -2.416
C 3.090 0.742 -1.170
O 4.306 0.652 -1.322
N 2.350 0.812 -0.011
C 3.080 0.571 1.219
C 1.961 0.354 2.354
O 2.271 -0.090 3.446
O 0.725 0.728 1.959
H 0.587 -0.530 -2.391
H 0.105 1.021 -2.738
H 2.299 1.793 -2.875
H 2.635 0.109 -3.170
H 3.706 1.439 1.465
H 3.768 -0.278 1.128
C -2.160 -2.067 -0.013
Si -2.949 -0.377 0.093
C -4.068 -0.149 -1.420
C -3.783 -0.264 1.808
N -1.632 0.846 0.104
C -2.064 2.190 0.215
C -3.381 2.646 0.361
C -3.636 4.013 0.550
C -2.598 4.913 0.630
C -1.272 4.520 0.425
C -0.998 3.173 0.256
O 0.275 2.642 -0.053
C 1.366 3.571 -0.068
C 2.151 3.716 1.082
C 3.226 4.580 1.075
C 3.516 5.324 -0.067
C 2.708 5.202 -1.172
C 1.664 4.290 -1.232
H -2.942 -2.833 0.108
H -1.445 -2.218 0.813
H -1.584 -2.241 -0.940
H -4.641 -1.081 -1.556
H -3.353 -0.096 -2.267
H -4.730 0.721 -1.439
H -4.113 -1.262 2.130
H -4.629 0.428 1.923
H -2.992 0.063 2.525
H -4.215 1.979 0.277
H -4.665 4.354 0.708
H -2.780 5.950 0.867
H -0.480 5.275 0.453
H 1.904 3.085 1.933
H 3.874 4.648 1.956
H 4.371 5.991 -0.094
H 2.910 5.814 -2.051
H 1.101 4.188 -2.145
C 0.896 -6.246 2.365
C 0.652 -5.495 1.117
C 0.256 -6.092 -0.060
C 0.091 -5.309 -1.206
N 0.366 -3.984 -1.205
C 0.781 -3.399 -0.090
S 1.414 -1.740 -0.030
N 0.897 -4.128 1.077
C -0.315 -5.895 -2.495
H 0.764 -7.316 2.166
H 0.174 -5.946 3.165
H 1.939 -6.094 2.701
H 0.098 -7.158 -0.065
H 1.221 -3.615 1.897
H -0.184 -6.989 -2.480
H 0.268 -5.440 -3.302
H -1.390 -5.713 -2.663
```

The Löwdin scheme yields these atomic charges, measured in e:
1 Tc 1.463
2 N -0.087
3 C -0.120
4 C -0.549
5 O 0.070
6 N -0.213
7 C -0.150
8 C -0.577
9 O 0.076
10 O -0.232
11 H 0.078
12 H 0.114
13 H 0.127
14 H 0.133
15 H 0.122
16 H 0.117
17 C -0.210
18 Si 0.449
19 C -0.163
20 C -0.162
21 N -0.231
22 C -0.255
23 C -0.042
24 C -0.069
25 C -0.079
26 C 0.001
27 C -0.158
28 O -0.159
29 C -0.247
30 C -0.010
31 C -0.047
32 C -0.064
33 C -0.072
34 C -0.011
35 H 0.047
36 H 0.014
37 H 0.014
38 H 0.038
39 H 0.036
40 H 0.028
41 H 0.029
42 H 0.030
43 H 0.051
44 H 0.069
45 H 0.118
46 H 0.110
47 H 0.128
48 H 0.123
49 H 0.124
50 H 0.115
51 H 0.117
52 H 0.122
53 C 0.000
54 C -0.218
55 C 0.051
56 C -0.268
57 N 0.124
58 C -0.667
59 S 0.764
60 N 0.140
61 C -0.009
62 H 0.096
63 H 0.120
64 H 0.112
65 H 0.131
66 H 0.162
67 H 0.097
68 H 0.100
69 H 0.110